one:
# C26H78O13

A cluster of 13 separate species, C26H78O13 in total (ωB97M-V/def2-TZVPD, the Open Molecules 2025 dataset).

```
! RIJCOSX wB97M-V def2-TZVPD def2/J DEFGRID3
* xyz 0 1
C 10.91 13.28 7.09
C 12.25 12.72 7.40
O 13.02 13.64 8.07
H 10.34 12.52 6.55
H 11.05 14.20 6.52
H 10.33 13.56 7.98
H 12.81 12.46 6.51
H 12.26 11.79 7.97
H 13.08 13.45 9.01
C 8.86 7.11 12.39
C 7.83 8.26 12.71
O 7.77 8.22 14.15
H 9.02 6.93 11.32
H 8.58 6.17 12.87
H 9.82 7.38 12.82
H 6.83 8.18 12.27
H 8.30 9.22 12.50
H 6.91 8.53 14.45
C 11.14 16.66 8.31
C 10.47 16.70 9.72
O 11.15 17.69 10.47
H 10.72 15.93 7.62
H 12.21 16.47 8.37
H 11.03 17.61 7.79
H 10.47 15.78 10.32
H 9.40 16.92 9.64
H 11.23 18.52 10.00
C 7.70 11.91 15.05
O 8.70 12.58 14.32
H 7.70 10.84 14.86
H 7.71 12.00 16.14
H 6.80 12.33 14.60
H 8.95 13.37 14.81
C 5.50 12.40 11.71
O 4.95 12.16 12.97
H 6.59 12.38 11.72
H 5.18 11.62 11.02
H 5.18 13.35 11.29
H 4.90 13.02 13.40
C 11.47 9.80 14.25
O 12.75 9.29 13.88
H 10.77 8.98 14.15
H 11.56 10.21 15.26
H 11.03 10.55 13.60
H 12.71 8.67 13.15
C 13.79 12.53 11.74
O 13.51 13.52 10.79
H 14.71 12.74 12.28
H 13.00 12.42 12.48
H 13.93 11.51 11.40
H 13.15 14.29 11.22
C 9.73 12.84 11.16
O 9.07 11.76 11.75
H 10.68 12.56 10.71
H 9.13 13.16 10.31
H 9.94 13.62 11.89
H 9.11 11.99 12.68
C 12.35 14.07 15.66
C 11.07 14.89 16.02
C 10.41 15.52 14.80
O 10.04 14.05 16.48
H 13.16 14.79 15.54
H 12.15 13.47 14.77
H 12.72 13.44 16.47
H 11.30 15.66 16.76
H 10.22 14.83 13.97
H 11.16 16.17 14.34
H 9.54 16.13 15.02
H 10.42 13.47 17.14
C 7.46 14.97 8.50
C 7.44 16.28 7.70
C 7.01 16.10 6.22
O 6.51 17.12 8.31
H 7.78 15.17 9.52
H 8.10 14.24 8.01
H 6.44 14.57 8.55
H 8.38 16.83 7.75
H 7.76 15.49 5.71
H 7.04 17.07 5.72
H 6.05 15.63 6.00
H 5.67 16.69 8.09
C 5.89 11.18 7.84
C 7.23 10.88 7.21
C 8.10 10.13 8.18
O 7.02 9.99 6.15
H 5.18 11.43 7.05
H 5.95 11.97 8.58
H 5.38 10.35 8.33
H 7.71 11.80 6.87
H 8.28 10.75 9.06
H 9.06 9.84 7.76
H 7.66 9.21 8.56
H 7.89 9.73 5.83
C 6.91 17.70 11.78
C 6.24 16.35 12.05
C 7.21 15.48 12.87
O 5.09 16.49 12.88
H 7.53 18.03 12.60
H 6.14 18.45 11.58
H 7.55 17.65 10.90
H 6.01 15.86 11.10
H 7.49 15.88 13.84
H 8.09 15.36 12.23
H 6.70 14.53 12.97
H 4.99 15.76 13.49
C 12.34 7.21 9.33
C 12.65 8.26 10.46
C 11.61 9.35 10.38
O 12.49 7.73 11.75
H 12.88 6.27 9.43
H 12.61 7.54 8.33
H 11.27 7.01 9.40
H 13.67 8.66 10.39
H 11.56 9.85 9.42
H 11.82 10.13 11.11
H 10.60 8.99 10.58
H 12.96 6.89 11.82
*
```

Output
gap between HOMO and LUMO = 10.0 eV
LUMO level = 0.47 eV


two:
# C26H78O13

A cluster of 13 separate species, C26H78O13 in total (ωB97M-V/def2-TZVPD, the Open Molecules 2025 dataset).

```
! RIJCOSX wB97M-V def2-TZVPD def2/J DEFGRID3
* xyz 0 1
C -1.09 1.96 -5.27
C -0.73 2.09 -3.81
O 0.56 2.66 -3.69
H -0.27 1.55 -5.85
H -1.34 2.93 -5.70
H -2.02 1.40 -5.36
H -0.65 1.08 -3.42
H -1.44 2.64 -3.19
H 0.60 3.34 -4.37
C -4.40 0.49 -1.54
C -5.40 0.27 -2.68
O -5.37 -1.07 -3.00
H -4.40 -0.24 -0.73
H -4.50 1.48 -1.11
H -3.37 0.55 -1.89
H -5.26 0.91 -3.55
H -6.38 0.52 -2.29
H -5.72 -1.61 -2.29
C 5.27 0.53 2.70
C 4.21 1.49 3.11
O 3.02 1.11 2.60
H 5.04 -0.50 2.99
H 6.26 0.83 3.04
H 5.27 0.61 1.61
H 4.40 2.51 2.77
H 4.31 1.54 4.19
H 3.13 1.25 1.66
C -0.62 -0.66 5.42
C 0.54 -0.29 4.44
O 0.41 1.00 3.92
H -1.58 -0.42 4.96
H -0.44 -0.25 6.41
H -0.69 -1.73 5.57
H 0.62 -1.04 3.65
H 1.45 -0.20 5.04
H 1.30 1.23 3.66
C -0.44 -3.02 -3.08
C 1.13 -3.19 -3.21
O 1.75 -2.28 -2.40
H -0.94 -3.69 -3.78
H -0.63 -1.97 -3.32
H -0.79 -3.30 -2.09
H 1.60 -3.16 -4.20
H 1.28 -4.20 -2.82
H 2.37 -1.86 -3.01
C -3.10 -3.42 -0.88
C -3.35 -4.85 -1.28
O -3.53 -5.71 -0.15
H -2.87 -2.85 -1.78
H -2.16 -3.32 -0.33
H -3.92 -2.95 -0.32
H -2.58 -5.29 -1.91
H -4.18 -4.92 -1.98
H -2.94 -6.45 -0.27
C 2.81 -2.06 1.37
C 3.18 -3.28 0.51
O 2.10 -4.03 -0.04
H 3.69 -1.49 1.67
H 2.30 -2.36 2.29
H 2.05 -1.42 0.93
H 3.71 -3.99 1.13
H 3.82 -2.98 -0.32
H 1.94 -3.54 -0.85
C -0.49 0.28 0.75
C -0.20 -0.64 -0.49
O 0.94 -0.19 -1.16
H 0.40 0.41 1.36
H -1.29 -0.05 1.40
H -0.79 1.29 0.47
H -1.08 -0.59 -1.13
H -0.22 -1.70 -0.22
H 1.31 -0.87 -1.73
C -2.28 4.64 4.51
C -1.42 3.35 4.43
O -1.23 3.00 3.06
H -2.52 5.04 5.49
H -3.23 4.56 3.99
H -1.71 5.45 4.05
H -1.89 2.54 4.98
H -0.44 3.54 4.85
H -0.78 2.16 3.19
C 5.42 0.39 -3.71
C 3.99 0.14 -3.48
O 3.60 -0.98 -4.20
H 5.45 0.69 -4.76
H 6.03 -0.49 -3.51
H 5.86 1.12 -3.04
H 3.44 0.98 -3.90
H 3.80 0.02 -2.41
H 3.56 -0.74 -5.13
C -1.79 -3.18 2.73
C -0.87 -4.46 2.48
O -0.78 -4.81 1.13
H -2.80 -3.30 2.35
H -1.28 -2.31 2.32
H -1.86 -3.00 3.81
H -1.35 -5.23 3.08
H 0.13 -4.24 2.85
H -1.64 -4.99 0.74
C -2.99 4.18 -0.99
C -2.40 4.93 0.23
O -3.10 4.48 1.38
H -4.07 4.28 -0.90
H -2.71 3.14 -0.79
H -2.64 4.70 -1.89
H -2.66 5.99 0.23
H -1.33 4.79 0.35
H -2.41 4.04 1.88
C 1.63 3.48 0.09
C 2.63 2.70 -0.72
O 2.93 1.44 -0.09
H 0.68 2.97 0.26
H 1.41 4.43 -0.39
H 2.02 3.68 1.09
H 3.57 3.24 -0.81
H 2.26 2.46 -1.72
H 2.16 0.88 -0.23
*
```

Output
gap between HOMO and LUMO = 9.6 eV
LUMO level = 0.25 eV


three:
# C26H78O13

A cluster of 13 separate species, C26H78O13 in total (ωB97M-V/def2-TZVPD, the Open Molecules 2025 dataset).

```
! RIJCOSX wB97M-V def2-TZVPD def2/J DEFGRID3
* xyz 0 1
C -3.02 -26.12 7.16
C -4.40 -25.91 6.60
O -4.37 -24.80 5.71
H -2.61 -25.19 7.55
H -2.32 -26.47 6.41
H -3.08 -26.81 8.01
H -5.11 -25.70 7.42
H -4.76 -26.82 6.10
H -5.23 -24.72 5.26
C -1.81 -17.66 3.92
C -3.20 -17.41 3.42
O -3.94 -16.79 4.45
H -1.83 -18.30 4.81
H -1.42 -16.71 4.32
H -1.08 -18.01 3.19
H -3.68 -18.36 3.14
H -3.19 -16.81 2.50
H -4.87 -16.78 4.18
C -1.94 -23.28 0.06
C -1.66 -22.93 -1.39
O -0.83 -21.75 -1.42
H -1.01 -23.42 0.60
H -2.60 -24.14 0.13
H -2.50 -22.46 0.53
H -2.57 -22.77 -1.97
H -1.10 -23.78 -1.81
H -0.95 -21.36 -2.29
C -5.01 -26.42 2.76
C -6.49 -26.37 3.01
O -6.77 -25.55 4.18
H -4.82 -27.09 1.91
H -4.45 -26.77 3.62
H -4.65 -25.43 2.48
H -6.92 -27.36 3.19
H -7.05 -25.97 2.17
H -7.37 -26.04 4.76
C -1.96 -21.26 3.40
C -2.88 -22.33 3.93
O -2.32 -22.91 5.08
H -1.09 -21.75 2.94
H -1.62 -20.56 4.15
H -2.47 -20.69 2.62
H -3.11 -23.06 3.13
H -3.86 -21.87 4.14
H -2.96 -23.55 5.42
C -3.95 -20.02 -1.35
C -4.83 -18.89 -0.95
O -6.15 -19.03 -1.61
H -4.35 -20.96 -0.95
H -2.95 -19.92 -0.94
H -3.79 -20.11 -2.43
H -4.46 -17.90 -1.27
H -5.00 -18.82 0.13
H -6.62 -18.22 -1.40
C -6.80 -17.48 2.18
C -7.65 -16.76 3.19
O -6.76 -16.22 4.19
H -6.14 -16.80 1.64
H -7.39 -18.00 1.41
H -6.19 -18.27 2.64
H -8.36 -17.45 3.66
H -8.23 -15.95 2.73
H -7.28 -15.71 4.82
C -10.08 -19.81 3.04
C -11.58 -19.69 3.06
O -12.16 -20.57 4.01
H -9.62 -19.05 2.40
H -9.77 -20.77 2.64
H -9.69 -19.76 4.05
H -12.02 -19.92 2.09
H -11.88 -18.66 3.29
H -11.87 -20.28 4.88
C -6.43 -18.85 6.36
C -6.38 -19.76 5.14
O -6.67 -21.07 5.51
H -7.41 -18.83 6.83
H -6.14 -17.85 6.04
H -5.69 -19.22 7.08
H -5.38 -19.67 4.70
H -7.12 -19.39 4.40
H -6.54 -21.68 4.77
C -6.27 -21.04 1.86
C -5.92 -22.50 2.00
O -6.23 -22.87 3.35
H -6.17 -20.69 0.83
H -5.53 -20.47 2.44
H -7.26 -20.84 2.27
H -4.87 -22.68 1.75
H -6.50 -23.10 1.29
H -6.32 -23.83 3.44
C -8.02 -25.61 -2.99
C -7.46 -25.07 -1.68
O -6.40 -24.15 -1.92
H -8.74 -26.42 -2.84
H -7.22 -26.02 -3.62
H -8.49 -24.80 -3.55
H -7.02 -25.89 -1.12
H -8.28 -24.61 -1.12
H -6.78 -23.25 -1.95
C -9.24 -23.45 2.57
C -10.71 -23.73 2.55
O -11.05 -24.49 1.37
H -8.70 -24.38 2.37
H -8.91 -22.96 3.48
H -8.93 -22.78 1.75
H -11.27 -22.79 2.60
H -11.05 -24.29 3.43
H -11.91 -24.24 1.05
C -7.17 -21.99 -5.06
C -6.35 -21.28 -4.01
O -6.94 -21.51 -2.72
H -7.27 -23.06 -4.86
H -6.70 -21.89 -6.05
H -8.17 -21.57 -5.18
H -6.30 -20.21 -4.24
H -5.31 -21.64 -3.98
H -6.61 -20.79 -2.13
*
```

Output
gap between HOMO and LUMO = 9.5 eV
LUMO level = 0.27 eV


four:
# C26H78O13

A cluster of 13 separate species, C26H78O13 in total (ωB97M-V/def2-TZVPD, the Open Molecules 2025 dataset).

```
! RIJCOSX wB97M-V def2-TZVPD def2/J DEFGRID3
* xyz 0 1
C 17.84 -6.23 1.15
C 18.07 -7.65 1.59
O 17.29 -7.94 2.82
H 18.29 -5.52 1.83
H 16.77 -5.97 1.05
H 18.22 -6.13 0.13
H 19.11 -7.73 1.92
H 17.70 -8.33 0.84
H 16.77 -8.74 2.64
C 21.21 -4.73 2.91
C 21.47 -5.94 3.75
O 22.90 -5.94 4.15
H 20.35 -4.79 2.24
H 22.03 -4.62 2.19
H 21.16 -3.77 3.42
H 21.34 -6.84 3.11
H 20.76 -6.01 4.59
H 23.03 -6.52 4.90
C 17.15 -13.03 2.93
C 17.68 -12.22 1.78
O 16.75 -11.14 1.43
H 17.91 -13.81 3.17
H 16.28 -13.61 2.64
H 17.04 -12.42 3.80
H 17.91 -12.83 0.90
H 18.63 -11.76 2.09
H 16.96 -10.85 0.51
C 19.04 -9.86 5.88
C 20.09 -9.18 5.09
O 21.42 -9.73 5.36
H 18.08 -9.33 5.78
H 19.28 -9.95 6.94
H 18.89 -10.86 5.47
H 20.05 -8.08 5.19
H 19.82 -9.32 4.02
H 22.03 -9.06 5.65
C 18.82 -1.45 2.16
C 20.19 -0.93 1.92
O 20.69 -1.41 0.61
H 18.57 -1.43 3.23
H 18.75 -2.52 1.92
H 18.05 -0.90 1.61
H 20.91 -1.28 2.67
H 20.18 0.17 1.91
H 21.29 -0.76 0.24
C 21.60 -9.98 0.01
C 20.88 -8.72 -0.25
O 21.22 -8.28 -1.55
H 22.68 -9.83 -0.01
H 21.43 -10.63 -0.86
H 21.24 -10.50 0.90
H 21.20 -7.93 0.44
H 19.82 -8.96 -0.15
H 20.72 -7.45 -1.67
C 13.11 -12.62 2.03
C 13.58 -12.04 3.33
O 14.31 -10.85 3.20
H 12.58 -11.85 1.47
H 12.35 -13.39 2.21
H 13.92 -13.06 1.44
H 14.17 -12.78 3.91
H 12.73 -11.84 3.98
H 15.11 -11.02 2.64
C 14.54 -9.13 0.18
C 13.65 -7.97 -0.42
O 14.50 -6.97 -1.10
H 14.47 -10.08 -0.34
H 14.34 -9.28 1.23
H 15.60 -8.83 0.12
H 13.12 -7.50 0.44
H 12.84 -8.36 -1.06
H 13.95 -6.33 -1.55
C 13.29 -4.41 0.02
C 12.66 -3.05 0.08
O 11.28 -3.21 0.36
H 13.04 -5.02 0.88
H 14.38 -4.34 -0.03
H 12.97 -4.91 -0.90
H 12.81 -2.53 -0.87
H 13.09 -2.43 0.88
H 10.96 -2.39 0.77
C 22.77 -4.80 -1.93
C 21.86 -4.75 -0.79
O 20.65 -5.37 -1.01
H 22.86 -5.85 -2.24
H 23.77 -4.47 -1.65
H 22.42 -4.27 -2.81
H 21.73 -3.69 -0.50
H 22.34 -5.09 0.13
H 20.00 -4.71 -1.26
C 12.58 -5.82 4.33
C 13.11 -6.97 3.41
O 13.42 -8.13 4.18
H 13.35 -5.12 4.64
H 12.16 -6.24 5.25
H 11.75 -5.27 3.87
H 14.00 -6.61 2.88
H 12.36 -7.15 2.62
H 14.14 -8.57 3.70
C 17.86 -12.62 -2.15
C 17.49 -11.20 -2.51
O 17.44 -10.41 -1.32
H 18.61 -12.68 -1.37
H 18.18 -13.17 -3.03
H 16.94 -13.14 -1.84
H 16.52 -11.21 -3.02
H 18.23 -10.77 -3.20
H 17.62 -9.47 -1.60
C 16.90 -7.52 -4.17
C 17.17 -6.72 -2.93
O 17.35 -7.57 -1.78
H 17.62 -8.33 -4.20
H 16.98 -6.86 -5.04
H 15.89 -7.92 -4.17
H 16.44 -5.93 -2.71
H 18.13 -6.20 -3.06
H 16.57 -7.55 -1.19
*
```

Output
gap between HOMO and LUMO = 10.0 eV
LUMO level = 0.35 eV


In terms of stability, three leads; the second structure lies 34.0 kcal/mol higher.